The following is a DFT calculation (ωB97M-V with the def2-TZVPD basis set) of C31H36BCl2IrN2O4SSb as an isolated structure at a distorted geometry.

Atoms and positions in Å:
Ir1 0.529364 0.642728 -0.001095
O1 3.152948 7.039647 0.551604
C1 1.800522 6.831764 0.237365
C2 1.530395 5.354975 0.252781
C3 2.514087 4.439515 0.600306
C4 2.223525 3.089849 0.568376
N1 1.019069 2.629745 0.213743
C5 0.037831 3.511705 -0.058944
C6 0.265105 4.870097 -0.070964
C7 -1.266264 2.876255 -0.309645
C8 -2.461475 3.566096 -0.341090
C9 -3.654321 2.878375 -0.515901
C10 -4.965305 3.624358 -0.568669
O2 -4.846660 4.944065 -0.100936
C11 -3.599501 1.494406 -0.668875
C12 -2.383019 0.860052 -0.613264
N2 -1.228766 1.528197 -0.442481
H1 3.350379 7.981599 0.539940
H2 1.542667 7.220620 -0.754865
H3 1.132119 7.311938 0.962678
H4 3.498685 4.779664 0.883842
H5 2.967759 2.347979 0.821799
H6 -0.531926 5.554636 -0.329207
H7 -2.490892 4.637571 -0.209840
H8 -5.734792 3.056328 -0.039946
H9 -5.273003 3.672902 -1.617772
H10 -5.147504 5.001059 0.811395
H11 -4.497078 0.911171 -0.828062
H12 -2.292797 -0.207389 -0.742009
Cl1 2.847743 0.192320 -1.132029
C13 2.960535 -1.521766 -0.717588
C14 4.229271 -2.054280 -0.656387
C15 4.371011 -3.399937 -0.358609
C16 3.250148 -4.179292 -0.150765
C17 1.987092 -3.612442 -0.236331
Cl2 0.643189 -4.693667 -0.046564
C18 1.788912 -2.254206 -0.499540
S1 0.160456 -1.541943 -0.667718
H13 5.090838 -1.431691 -0.852418
H14 5.356050 -3.841894 -0.309880
H15 3.341780 -5.234279 0.064579
C19 0.849310 -1.691780 8.440573
C20 -0.417727 -1.619995 7.576562
C21 -1.539942 -0.935306 8.368646
C22 -0.858129 -3.046567 7.247573
C23 -0.124563 -0.803839 6.316632
C24 0.346983 0.510054 6.441227
C25 0.649067 1.318839 5.351705
C26 0.452289 0.765348 4.107556
O3 0.670278 1.317989 2.849717
B1 0.310001 0.321107 1.951988
O4 -0.120926 -0.820106 2.607996
C27 -0.018868 -0.516094 3.969906
C28 -0.311341 -1.333008 5.037258
H16 0.670608 -2.329209 9.307439
H17 1.145075 -0.709579 8.809586
H18 1.686625 -2.109568 7.878875
H19 -1.731381 -1.482631 9.292783
H20 -2.467033 -0.907712 7.792542
H21 -1.277771 0.088515 8.636583
H22 -1.044929 -3.588560 8.174354
H23 -0.088625 -3.593446 6.697696
H24 -1.785435 -3.063677 6.669460
H25 0.487633 0.921630 7.431477
H26 1.020903 2.326163 5.476136
H27 -0.658868 -2.345100 4.885306
C29 -2.861542 -3.163253 -0.644944
Sb1 -1.909572 -2.912198 1.233420
C30 -3.324395 -1.703426 2.256131
C31 -2.315751 -4.846112 2.025945
H28 -3.802532 -3.690653 -0.488263
H29 -2.212797 -3.746745 -1.294642
H30 -3.061243 -2.203161 -1.112919
H31 -4.301486 -2.149638 2.069505
H32 -3.296748 -0.679812 1.888875
H33 -3.099670 -1.711451 3.320353
H34 -3.358615 -4.824549 2.343052
H35 -1.673758 -5.085140 2.869124
H36 -2.177199 -5.575161 1.230774

Cartesian forces (eV/Å) of the 6 atoms listed first:
0.980 0.328 -2.338
-0.014 0.016 -0.002
0.022 -0.013 0.017
-0.033 0.008 0.010
0.003 0.007 -0.019
-0.054 0.027 -0.095

## Properties
* frontier orbital gap (alpha / beta): 6.37 / 5.67 eV
* total charge: +2
* molar mass: 928.4 g mol⁻¹
* multiplicity: 2